No. 1
Molecular formula: C30H32KNO3PSSi
Method: DFT, wB97M-V/def2-TZVPD

Computed properties:
- charge = -1
- electronic energy (Eh) = -3072.0413
- LUMO (eV) = 2.14
- HOMO-LUMO gap (eV) = 6.21
- relative energy (zero: lowest compared OMol25 entry of this formula, charge and spin) (kcal/mol) = 1.8

Last column: Löwdin charge in e.
Cartesian coordinates (Å):
H (-4.11001, -3.65787, -3.13656)  -0.01
H (4.94022, 3.44594, -0.68069)  0.10
C (3.70490, -3.62141, -0.05207)  -0.09
S (-4.00600, -1.04309, -1.79789)  0.48
P (0.23592, 3.46695, 0.98878)  1.08
H (-3.01054, -4.34728, 1.65454)  0.08
C (-1.75629, -1.24784, 1.38285)  -0.19
H (4.29895, -4.29374, 0.55414)  0.10
H (0.54822, -2.40501, -0.32267)  0.11
H (-7.13907, -4.16944, -1.19435)  0.02
O (0.19921, -0.68580, -1.96073)  0.00
C (4.28881, -2.93998, -1.11244)  -0.09
H (2.67943, 0.55732, -3.10648)  0.09
H (1.16982, 0.73182, 0.99519)  0.09
C (3.52851, -2.07374, -1.88286)  -0.04
H (1.73165, 3.04401, 3.39369)  0.10
O (0.06390, 3.08122, -2.21897)  -0.13
H (2.42908, 6.95905, 4.97588)  0.09
C (-0.74461, 3.81358, -1.59968)  -0.86
H (-4.85480, -5.26343, -2.93615)  0.02
C (1.33302, 6.86188, 3.13376)  -0.10
C (-6.45315, -3.43831, -0.75476)  -0.20
H (1.14201, 0.45725, -3.96981)  0.09
H (2.39789, -0.79721, -4.21343)  0.08
H (-6.78143, -3.23943, 0.26857)  0.03
C (2.00020, 1.33022, 0.63336)  -0.10
C (1.61372, 4.11982, 3.31690)  -0.11
H (-5.06819, -5.56582, 1.22889)  0.02
H (1.89619, -3.96967, 1.05414)  0.10
C (1.83520, 2.70243, 0.47537)  -0.37
H (5.22217, 1.00641, -0.36388)  0.10
C (4.27405, 1.47770, -0.13399)  -0.10
C (-0.16406, 4.59652, -0.40267)  -0.30
N (-2.35996, -0.80534, 0.28044)  -0.04
H (0.28112, 6.49354, 1.31166)  0.09
H (-1.42903, -2.80615, 2.82353)  0.08
C (3.21717, 0.71935, 0.34332)  -0.09
H (5.33936, -3.08104, -1.33363)  0.10
H (-5.41212, -6.39646, -0.29033)  0.02
H (-6.51117, -2.50912, -1.32109)  -0.01
H (2.80016, 4.52671, -0.11440)  0.10
C (-4.14779, -4.54693, -2.50659)  -0.20
H (2.67974, 4.49276, 5.13379)  0.10
C (1.33035, -0.89179, -2.33678)  -0.38
C (1.59786, -2.57069, -0.53731)  -0.01
C (2.91051, 3.45467, 0.00319)  -0.08
C (2.18125, -1.87693, -1.59628)  -0.16
C (-4.72116, -5.70444, 0.20108)  -0.21
H (0.72389, 5.15841, -0.70377)  0.08
C (0.93378, 4.65629, 2.21834)  -0.38
H (3.33590, -0.34685, 0.49333)  0.09
C (4.11563, 2.84948, -0.30888)  -0.09
H (1.21596, 7.93575, 3.05131)  0.10
C (-3.49671, -2.93754, 0.11571)  -0.27
C (0.79888, 6.03872, 2.14567)  -0.10
C (-2.83600, -3.35134, 1.25979)  -0.12
K (-1.68431, 1.18654, -1.62677)  0.71
H (-1.07428, -0.54656, 1.85942)  0.09
C (2.01186, 6.31673, 4.21020)  -0.11
O (-1.97265, 3.92641, -1.79268)  -0.09
C (2.35602, -3.43846, 0.23037)  -0.07
C (-3.23249, -1.61625, -0.36996)  -0.82
H (-0.93135, 5.28648, -0.05035)  0.07
H (-3.74001, -6.18657, 0.23468)  0.02
C (-1.94638, -2.50475, 1.92173)  -0.11
Si (-4.68787, -4.08103, -0.76980)  0.48
C (1.92181, -0.13020, -3.49355)  0.01
H (3.99297, -1.53131, -2.69672)  0.11
C (2.15220, 4.93529, 4.29767)  -0.10
H (-3.15808, -5.01042, -2.50236)  0.03

Atomic forces in eV per Å
0.00 -0.05 0.01
-0.01 0.01 0.00
-0.03 0.06 -0.06
0.02 0.11 -0.08
0.06 0.02 -0.05
0.00 0.00 0.00
-0.07 -0.01 -0.15
0.01 0.00 -0.01
0.02 0.00 0.00
0.03 0.00 0.01
-0.07 -0.02 -0.07
0.04 -0.06 0.06
0.00 -0.02 -0.01
0.02 0.01 -0.02
-0.04 0.08 -0.08
-0.01 0.01 0.00
0.15 -0.09 0.00
0.00 -0.01 0.00
0.02 0.24 0.11
0.01 0.01 0.00
-0.03 -0.03 -0.04
0.04 0.00 -0.06
-0.01 0.00 0.01
-0.01 0.00 0.00
0.02 0.00 0.00
-0.04 0.02 0.03
0.00 0.03 0.00
0.01 0.00 -0.02
-0.01 0.01 -0.01
0.01 0.03 0.00
0.00 -0.01 0.00
-0.04 0.01 0.01
0.07 0.19 -0.06
-0.01 -0.03 0.04
-0.01 -0.02 0.00
0.00 0.00 -0.01
0.00 0.00 0.00
-0.01 0.01 -0.01
0.02 0.00 0.02
-0.02 -0.01 0.03
0.02 -0.01 -0.01
-0.03 0.08 -0.01
0.00 0.01 0.00
0.13 0.13 -0.02
-0.06 0.02 0.01
-0.03 -0.02 0.00
0.00 -0.13 0.10
-0.01 -0.04 0.02
-0.02 0.00 -0.04
0.03 -0.13 0.06
-0.01 0.00 -0.01
0.00 0.00 0.00
0.00 0.00 0.01
0.11 0.02 0.05
0.01 0.06 0.00
-0.04 0.03 -0.05
-0.42 -0.24 -0.04
-0.01 0.02 0.00
0.00 -0.03 0.00
0.09 -0.15 0.03
0.02 -0.02 0.01
0.15 -0.08 0.13
0.01 0.00 0.04
-0.02 0.01 0.00
0.04 0.00 0.05
-0.08 0.00 -0.03
0.00 0.03 0.07
0.01 -0.01 0.01
-0.03 0.01 -0.03
0.00 0.01 0.03

=====

No. 2
Molecular formula: C38H46N6OP2PtS
Method: DFT, wB97M-V/def2-TZVPD

Computed properties:
- charge = +4
- electronic energy (Eh) = -3078.0543
- spin multiplicity = 5
- LUMO (alpha / beta) (eV) = -12.17 / -15.36
- HOMO-LUMO gap (alpha / beta) (eV) = 5.77 / 3.23
- <S²> = 6.078
- relative energy (zero: lowest compared OMol25 entry of this formula, charge and spin) (kcal/mol) = 52.6

Last column: Löwdin charge in e.
Cartesian coordinates (Å):
H (1.73493, -2.62854, -3.48695)  0.16
C (-1.77106, -0.97099, 3.56076)  0.00
C (-2.69799, 1.37931, -1.88065)  -0.46
H (-2.94702, -1.38306, 6.03419)  0.09
H (-3.00313, 0.54000, -2.50338)  0.10
N (-0.55303, 1.18501, 0.91087)  -0.11
C (-3.46922, 1.32342, -0.56444)  -0.08
H (-3.32229, -3.10347, -1.82527)  0.12
H (-0.66100, -1.27727, -3.18306)  0.03
H (0.12533, 2.83037, -4.08084)  0.06
C (4.65141, -0.95057, -1.80762)  -0.04
H (5.79107, -1.17271, -3.64679)  0.15
C (-1.39923, -0.60946, 2.28300)  -0.29
C (3.79999, -1.98467, -3.80374)  0.07
H (0.68296, 5.57867, 1.38781)  0.14
S (7.99505, -0.02407, -0.26316)  1.32
H (-1.71503, -0.29131, 6.67318)  0.11
C (3.36629, -0.75419, 0.30618)  -0.07
C (4.53126, -0.45071, 1.11038)  -0.03
O (0.45507, -2.72898, -1.79220)  -0.08
H (0.42000, 7.09618, -0.81150)  0.10
C (-2.70012, -2.06922, -0.05343)  -0.51
H (-4.08940, -1.18321, 1.41235)  0.08
C (-1.86531, 1.74280, 2.87471)  0.04
C (-0.79057, -0.47040, -3.88042)  -0.12
C (0.46956, 4.92455, -0.69027)  -0.18
H (-1.41364, -5.40726, 2.37211)  0.11
H (-4.42614, 0.82274, -0.73142)  0.11
C (-2.56108, -3.22831, -1.02742)  -0.09
H (-1.85197, -2.03316, 3.72117)  0.10
H (-4.86300, -2.09499, 0.08093)  0.11
H (-3.60476, 2.34160, -0.13908)  0.11
C (-0.14926, 0.78276, -3.43328)  -0.54
H (-2.76776, 3.56288, -2.00636)  0.08
C (4.83209, -1.33779, -3.17143)  0.10
H (-1.21335, 1.99365, -4.92724)  0.10
C (-4.00499, -2.06460, 0.77208)  -0.06
N (1.08553, -1.83714, -1.24017)  -0.28
N (7.06660, -0.49317, -1.46107)  -0.14
C (4.42048, -0.19544, 2.48916)  0.10
H (0.46260, 1.57952, -5.30815)  0.11
H (-2.25095, 2.81773, -3.45900)  0.05
P (-0.84717, 1.14568, -1.77005)  1.04
H (-1.60452, -3.26232, -1.50232)  0.03
C (-1.70727, -4.36140, 2.33711)  -0.05
H (-4.09049, -2.95479, 1.38504)  0.07
H (-2.69060, -4.19026, -0.55533)  0.09
C (3.19208, -0.25636, 3.09290)  0.05
H (0.99307, -4.76387, 2.29144)  0.11
C (0.40916, 4.79183, 0.69777)  0.01
C (-0.25535, 2.63639, -0.90756)  -0.29
H (-2.68353, 2.07465, 4.77392)  0.13
H (-0.42686, -0.84975, -4.86252)  0.12
H (-2.01861, 2.78787, 2.63731)  0.13
H (0.81410, -3.23245, 3.08935)  0.09
C (0.99724, 6.28099, -1.25679)  0.01
H (2.03072, 6.40926, -0.94762)  0.09
C (5.74465, -0.31886, 0.39978)  -0.20
C (-0.61407, -3.61743, 1.52796)  -0.48
H (-3.92850, 2.76186, -3.02800)  0.12
H (-1.86699, -0.36153, -4.04308)  0.10
C (-0.25660, 2.48292, 0.46523)  -0.29
H (-2.69542, -4.27482, 1.84324)  0.07
P (-1.13004, -1.86106, 0.94845)  1.09
H (3.04304, -0.11787, 4.16370)  0.15
H (0.89124, 0.59190, -3.14885)  0.09
Pt (0.23514, -0.24111, -0.26797)  1.04
N (2.45420, -1.62775, -1.87059)  0.05
H (0.17458, 3.42775, 2.32624)  0.12
C (0.09994, 3.83021, -1.46790)  -0.02
H (-0.62030, -4.13038, 0.57750)  0.09
C (2.10883, -0.43039, 2.24223)  -0.06
H (3.83260, -2.38193, -4.79992)  0.15
N (2.19373, -0.68363, 0.93983)  0.03
C (3.46154, -1.07237, -1.11734)  -0.03
C (-0.20844, 1.88802, -4.48370)  -0.07
H (5.33002, -0.00351, 3.00554)  0.14
H (-3.30870, 0.35250, 6.33510)  0.09
H (-1.81471, -4.04459, 3.36693)  0.07
C (5.82856, -0.57955, -1.02444)  -0.21
H (1.09344, -0.42368, 2.64349)  0.11
C (0.09273, 3.57941, 1.26577)  0.01
C (-1.25139, 0.81048, 1.98319)  -0.30
C (-2.91531, 2.70027, -2.62726)  -0.06
C (-2.25701, 1.33705, 4.13221)  0.02
C (0.76612, -3.70669, 2.10448)  -0.10
C (-2.57777, -0.35937, 5.98698)  0.01
H (1.54352, -3.28685, 1.45200)  0.06
N (6.95133, 0.01919, 0.86922)  -0.17
C (-2.15235, -0.00865, 4.53849)  -0.15
H (-2.99741, 0.68154, 0.18445)  0.03
C (2.60693, -2.09517, -3.10383)  0.03
H (0.03593, 4.02089, -2.53651)  0.11
H (-2.72694, -1.20570, -0.74265)  0.07
H (0.92304, 6.33693, -2.35313)  0.09

Atomic forces in eV per Å
0.14 0.26 0.03
-0.32 0.25 -0.33
0.58 -0.24 -0.02
-0.12 0.09 0.09
-0.12 -0.02 -0.16
0.28 -0.51 -0.20
0.06 0.05 0.52
0.32 -0.24 0.54
-0.02 -0.47 0.39
0.12 0.30 -0.20
1.54 -0.13 -0.46
0.03 -0.04 0.05
0.19 0.26 0.13
-0.34 0.40 0.35
0.05 0.28 -0.29
0.87 -0.01 0.03
-0.17 0.00 -0.33
-0.03 0.60 2.11
-0.29 0.06 -1.32
0.23 -0.22 -0.22
0.06 -0.08 -0.13
-0.13 0.73 -0.23
-0.05 -0.07 -0.09
0.15 -0.20 0.58
-0.82 -1.50 -1.48
0.63 1.69 0.02
-0.06 -0.16 -0.11
-0.16 0.53 -0.07
-0.82 -0.30 -0.23
-0.09 -0.07 0.60
0.32 0.14 0.19
-0.06 -0.73 -0.24
0.36 1.12 0.57
0.05 0.32 0.59
-0.16 0.03 0.77
0.46 -0.06 0.26
0.15 -0.08 -0.40
0.16 0.31 -0.22
-1.04 -0.21 -1.68
-0.03 -0.43 -0.40
-0.27 0.31 0.35
0.24 0.02 -0.52
-0.68 0.34 0.13
0.48 0.15 -0.33
-0.32 0.50 -0.45
-0.02 -0.05 0.16
-0.32 -0.34 0.15
-0.15 0.23 0.06
0.06 0.19 -0.17
0.25 -0.44 0.21
-0.09 -0.78 -0.95
-0.22 0.25 0.53
0.08 0.50 0.57
0.24 -0.08 -0.35
0.09 0.11 -0.05
-0.95 -1.24 0.04
0.13 -0.01 -0.05
0.20 -0.04 0.19
-0.96 0.69 -0.20
-0.03 -0.16 0.12
0.08 0.12 0.03
0.08 0.55 0.81
0.66 -0.26 0.33
-0.65 -0.16 0.28
0.11 0.01 -0.31
0.20 0.08 -0.23
0.22 -0.49 0.22
-0.30 0.29 0.84
-0.07 0.15 0.34
0.07 1.38 -0.99
0.11 0.04 -0.63
-0.28 -0.34 0.92
0.27 -0.05 -0.31
-0.37 0.11 -1.09
-0.24 -0.66 -1.58
0.01 -0.47 -0.69
0.55 0.22 0.58
-0.33 0.09 0.08
0.10 0.19 0.19
0.17 -0.08 -0.66
0.27 0.09 -0.07
-0.30 -0.89 0.14
-0.44 -0.15 0.54
-0.40 -0.26 -0.23
0.28 -0.61 -0.97
0.50 -0.05 0.66
1.04 -0.25 -1.33
-0.22 -0.14 0.11
-0.55 0.35 2.14
-0.48 -0.11 1.28
0.07 0.26 -0.07
-0.21 -0.49 -0.07
0.13 -0.30 0.16
0.19 0.07 0.66
0.04 -0.05 0.44

=====

No. 3
Molecular formula: C5H18N3
Method: DFT, wB97M-V/def2-TZVPD

Computed properties:
- charge = +1
- electronic energy (Eh) = -365.3320
- LUMO (eV) = -2.64
- HOMO-LUMO gap (eV) = 10.10
- relative energy (zero: lowest compared OMol25 entry of this formula, charge and spin) (kcal/mol) = 13.3

Last column: Löwdin charge in e.
Cartesian coordinates (Å):
H (-2.93061, -0.16061, -0.70131)  0.11
N (2.52168, -2.01981, -1.68284)  0.01
H (-1.79017, -1.27555, 0.06273)  0.10
C (-1.88271, -0.34242, -0.48079)  -0.03
H (-2.07716, -0.05367, 2.10358)  0.11
H (1.95646, -1.90461, -2.51161)  0.07
H (1.30993, -0.39408, 1.79603)  0.11
H (-3.01187, 1.31259, 1.45061)  0.11
H (-1.34423, -0.42633, -1.42016)  0.10
C (2.09010, -0.24790, -0.10373)  -0.23
C (-2.01340, 0.91267, 1.60940)  -0.01
H (-0.25258, 0.48662, 0.57294)  0.09
C (-1.25507, 2.01822, -0.44914)  -0.01
H (0.67026, -1.79490, -0.62467)  0.09
C (1.75265, -1.67387, -0.48639)  -0.29
N (-1.31423, 0.75088, 0.31545)  -0.30
H (-0.43915, 1.96493, -1.16002)  0.10
H (1.59436, 1.12268, 1.34528)  0.11
N (1.22608, 0.24135, 1.00725)  0.01
H (1.96700, 0.41423, -0.95713)  0.11
H (2.78352, -2.99426, -1.66458)  0.07
H (-2.18963, 2.16948, -0.98362)  0.11
H (-1.11672, 2.84111, 0.24247)  0.10
H (3.14499, -0.19911, 0.16762)  0.12
H (2.04460, -2.34621, 0.32448)  0.12
H (-1.44410, 1.59857, 2.22814)  0.10

Atomic forces in eV per Å
-0.11 0.12 0.07
-0.25 -0.14 0.19
0.02 -0.10 0.11
-0.07 -0.25 -0.31
-0.01 -0.01 0.00
0.04 0.13 -0.15
-0.02 -0.06 0.01
-0.06 -0.01 -0.04
0.09 0.03 -0.06
0.05 0.15 0.33
-0.05 -0.02 -0.02
-0.47 0.07 -0.02
-0.28 -0.03 0.05
-0.01 0.04 0.05
0.17 -0.15 -0.23
0.45 0.04 0.22
0.11 0.04 -0.09
0.07 0.14 0.03
0.27 -0.15 -0.12
-0.14 0.06 -0.13
0.13 -0.08 0.00
-0.07 0.00 -0.01
0.18 0.10 0.01
0.01 -0.02 0.01
-0.04 0.05 0.02
0.03 0.07 0.07

=====

No. 4
Molecular formula: C7H11N2S
Method: DFT, wB97M-V/def2-TZVPD

Computed properties:
- charge = +1
- electronic energy (Eh) = -780.7534
- LUMO (eV) = -3.06
- HOMO-LUMO gap (eV) = 9.88
- relative energy (zero: lowest compared OMol25 entry of this formula, charge and spin) (kcal/mol) = 16.6

Last column: Löwdin charge in e.
Cartesian coordinates (Å):
H (1.06370, -2.63173, 1.29050)  0.18
C (0.26448, 1.43847, -0.63291)  -0.60
N (-0.59678, -0.79072, -0.62615)  -0.06
C (0.77164, 1.02090, 0.72734)  -0.14
H (2.28797, 2.33172, -1.56000)  -0.12
H (-1.84658, 0.87575, -0.58978)  0.14
C (0.28471, -0.94358, 0.34663)  -0.04
H (-0.05340, 2.48283, -0.62379)  0.13
S (1.58730, 1.25750, -1.91606)  0.80
H (0.20502, 2.51868, 2.07735)  0.11
H (0.35276, 0.93594, 2.82316)  0.09
C (-0.91630, 0.54503, -1.06270)  -0.14
C (0.01465, 1.45268, 1.93007)  -0.06
H (1.84750, 0.97355, 0.83343)  0.11
H (-1.75598, -2.17210, -1.79506)  0.14
H (-0.43242, -3.99993, -0.23835)  0.13
C (-1.03274, -2.02329, -1.01983)  0.00
C (-0.38048, -2.93081, -0.24315)  -0.03
H (-1.05909, 1.31746, 1.81995)  0.09
N (0.44077, -2.22966, 0.60563)  0.13
H (-1.04672, 0.57130, -2.14628)  0.13

Atomic forces in eV per Å
-0.03 0.12 -0.05
0.56 -0.13 -0.61
0.53 -0.55 0.52
-0.78 -3.44 -0.49
0.11 0.18 0.11
0.09 -0.08 -0.07
1.32 4.33 0.94
-0.08 -0.08 0.08
-0.46 -0.17 0.13
0.00 0.06 0.02
0.01 -0.02 0.05
-0.27 0.83 -0.16
-0.11 0.11 0.19
0.03 0.08 -0.06
-0.11 -0.04 -0.14
-0.02 -0.18 -0.01
-0.10 -0.90 0.03
-0.55 -0.22 -0.60
-0.05 0.01 0.00
-0.08 0.13 -0.02
-0.01 -0.02 0.13